(1)
8 unconnected molecules or ions with the total composition C22H60O8, computed with the ωB97M-V functional and the def2-TZVPD basis.

Each line ends with the Mulliken charge.
Element x y z (Å)
C1 -13.13 -14.99 -16.06  -1.237
C2 -13.39 -16.30 -16.77  1.772
C3 -14.42 -16.19 -17.88  -1.080
O1 -12.17 -16.78 -17.36  -0.609
H1 -14.04 -14.68 -15.54  0.128
H2 -12.88 -14.19 -16.76  0.410
H3 -12.34 -15.08 -15.32  0.324
H4 -13.68 -17.07 -16.05  -0.684
H5 -15.43 -15.93 -17.55  -0.008
H6 -14.55 -17.16 -18.36  0.049
H7 -14.09 -15.45 -18.61  0.619
H8 -11.94 -16.18 -18.07  0.373
C4 -12.56 -22.27 -18.90  -1.401
C5 -13.46 -21.03 -18.90  1.390
C6 -12.81 -19.86 -19.61  -1.035
O2 -14.70 -21.29 -19.52  -0.595
H9 -11.65 -22.08 -18.32  0.374
H10 -12.26 -22.54 -19.91  0.309
H11 -13.07 -23.10 -18.42  0.258
H12 -13.61 -20.74 -17.85  -0.257
H13 -11.73 -19.85 -19.48  0.335
H14 -13.18 -18.90 -19.24  -0.064
H15 -13.01 -19.91 -20.69  0.358
H16 -15.24 -21.82 -18.93  0.428
C7 -16.83 -14.39 -15.33  -0.749
C8 -18.19 -14.04 -15.84  0.873
C9 -19.30 -14.46 -14.89  -1.206
O3 -18.23 -12.62 -16.04  -0.595
H17 -16.07 -14.18 -16.08  0.345
H18 -16.82 -15.46 -15.09  -0.099
H19 -16.63 -13.90 -14.37  0.454
H20 -18.37 -14.55 -16.79  -0.251
H21 -19.34 -15.55 -14.78  0.163
H22 -20.28 -14.13 -15.24  0.452
H23 -19.18 -14.05 -13.88  0.291
H24 -19.04 -12.41 -16.52  0.336
C10 -19.97 -19.42 -18.25  -1.381
C11 -20.36 -17.96 -18.15  0.662
C12 -19.13 -17.08 -18.26  -0.701
O4 -21.27 -17.60 -19.19  -0.557
H25 -19.33 -19.71 -17.42  0.190
H26 -19.47 -19.60 -19.20  0.405
H27 -20.87 -20.06 -18.21  0.444
H28 -20.83 -17.76 -17.18  0.078
H29 -18.38 -17.40 -17.55  -0.039
H30 -19.38 -16.04 -18.02  0.146
H31 -18.73 -17.11 -19.27  0.417
H32 -21.66 -18.39 -19.56  0.319
C13 -13.62 -17.82 -11.42  -1.610
C14 -13.18 -17.88 -12.86  1.786
C15 -11.81 -17.26 -13.07  -1.526
O5 -13.14 -19.27 -13.23  -0.611
H33 -13.74 -16.79 -11.08  0.389
H34 -12.87 -18.31 -10.79  0.400
H35 -14.56 -18.36 -11.27  0.275
H36 -13.89 -17.36 -13.52  -0.465
H37 -11.00 -17.92 -12.76  0.388
H38 -11.67 -16.34 -12.48  0.358
H39 -11.63 -16.98 -14.11  0.282
H40 -12.75 -19.33 -14.11  0.328
C16 -17.04 -23.94 -15.84  -1.423
C17 -15.98 -23.76 -16.90  0.743
C18 -15.52 -25.08 -17.49  -1.501
O6 -16.43 -22.88 -17.93  -0.499
H41 -17.24 -23.01 -15.31  0.296
H42 -16.73 -24.68 -15.10  0.397
H43 -17.99 -24.26 -16.28  0.391
H44 -15.11 -23.29 -16.43  0.199
H45 -14.89 -24.93 -18.37  0.336
H46 -16.38 -25.67 -17.85  0.349
H47 -14.96 -25.69 -16.78  0.394
H48 -17.36 -23.05 -18.08  0.273
C19 -17.57 -16.27 -11.77  -0.591
C20 -18.18 -17.62 -11.54  -0.293
O7 -18.87 -18.04 -12.73  -0.458
H49 -18.30 -15.55 -12.13  0.180
H50 -16.85 -16.30 -12.60  -0.076
H51 -17.10 -15.89 -10.86  0.406
H52 -18.92 -17.55 -10.73  0.387
H53 -17.41 -18.34 -11.28  0.180
H54 -19.82 -18.03 -12.60  0.250
C21 -16.02 -19.65 -16.28  -1.177
C22 -16.25 -18.53 -15.27  0.711
O8 -17.65 -18.22 -15.24  -0.341
H55 -16.74 -20.44 -16.11  0.103
H56 -15.00 -20.05 -16.18  0.212
H57 -16.17 -19.29 -17.30  0.389
H58 -15.70 -17.61 -15.50  -0.655
H59 -15.93 -18.90 -14.29  0.491
H60 -17.95 -18.37 -14.33  0.179

Output
Energy relative to the best compared isomer or geometry (same formula, charge and spin)   2.6 kcal/mol
HOMO-LUMO gap   9.95 eV
SMILES   CC(C)O.CC(C)O.CC(C)O.CC(C)O.CC(C)O.CC(C)O.CCO.CCO
Multiplicity   1
Maximum force   0.95 eV/A
Lowest unoccupied orbital energy   0.416 eV
E_tot   -1476.093567 a.u.

***

(2)
8 unconnected molecules or ions with the total composition C22H61N3O7P, computed with the ωB97M-V functional and the def2-TZVPD basis.

Each line ends with the Mulliken charge.
Element x y z (Å)
C1 -1.10 2.87 1.53  -1.204
C2 -0.10 2.58 0.39  -0.241
P1 1.22 1.55 1.15  -0.142
C3 2.90 1.93 0.50  -0.705
C4 3.72 0.67 0.27  -0.949
N1 0.86 -0.21 0.87  0.655
C5 -0.32 -0.43 -0.01  -1.341
C6 -0.42 -1.92 -0.22  -0.487
C7 -0.73 -2.51 1.10  -0.836
N2 0.28 -2.11 2.10  0.277
C8 0.76 -0.89 2.04  -0.478
N3 1.16 -0.37 3.25  -0.250
H1 -1.31 1.91 1.98  0.223
H2 -2.02 3.31 1.16  0.445
H3 -0.62 3.48 2.28  0.460
H4 0.31 3.53 0.09  0.547
H5 -0.62 2.15 -0.45  0.018
H6 2.90 2.58 -0.37  0.454
H7 3.40 2.49 1.28  0.477
H8 3.39 0.10 -0.59  0.252
H9 4.75 0.98 0.15  0.478
H10 3.71 0.04 1.15  0.083
H11 -0.22 0.02 -0.99  0.665
H12 -1.25 -0.08 0.44  0.493
H13 0.55 -2.28 -0.53  0.350
H14 -1.16 -2.19 -0.96  0.412
H15 -1.71 -2.22 1.46  0.411
H16 -0.73 -3.59 1.03  0.222
H17 -0.10 -2.16 3.04  0.327
H18 0.63 0.35 3.71  0.206
H19 2.02 -0.71 3.63  0.185
C9 -3.13 4.34 -1.62  -0.491
C10 -2.57 5.68 -1.16  -0.297
O1 -1.36 5.99 -1.82  -0.539
H20 -2.40 3.55 -1.44  -0.097
H21 -4.05 4.10 -1.09  0.326
H22 -3.34 4.35 -2.69  0.214
H23 -2.35 5.65 -0.10  0.262
H24 -3.30 6.48 -1.34  0.325
H25 -1.52 6.05 -2.77  0.350
C11 -2.28 6.10 -6.95  -1.132
C12 -1.46 5.40 -5.89  -0.208
O2 -2.14 5.40 -4.63  -0.424
H26 -2.49 7.13 -6.66  0.289
H27 -1.75 6.11 -7.91  0.349
H28 -3.24 5.60 -7.10  0.360
H29 -0.51 5.92 -5.73  0.314
H30 -1.25 4.37 -6.18  0.219
H31 -2.98 4.94 -4.75  0.210
C13 6.42 -3.33 2.12  -1.219
C14 5.58 -2.53 1.14  0.172
O3 6.29 -1.40 0.64  -0.505
H32 6.73 -2.70 2.95  0.334
H33 5.87 -4.19 2.50  0.321
H34 7.33 -3.69 1.64  0.349
H35 4.68 -2.15 1.63  0.026
H36 5.27 -3.16 0.30  0.217
H37 7.08 -1.72 0.19  0.315
C15 1.36 1.02 -4.12  -0.897
C16 1.22 -0.47 -3.88  -0.206
O4 1.90 -0.88 -2.70  -0.446
H38 2.42 1.29 -4.20  0.266
H39 0.85 1.32 -5.04  0.351
H40 0.95 1.59 -3.29  0.185
H41 1.65 -1.04 -4.71  0.354
H42 0.16 -0.74 -3.80  0.240
H43 1.52 -0.39 -1.96  0.081
C17 -4.26 2.39 5.20  -1.188
C18 -3.01 1.98 4.46  0.179
O5 -1.88 1.87 5.33  -0.541
H44 -4.11 3.35 5.70  0.309
H45 -5.11 2.48 4.52  0.340
H46 -4.51 1.66 5.98  0.351
H47 -2.75 2.71 3.70  0.101
H48 -3.16 1.01 3.96  0.154
H49 -2.09 1.22 6.00  0.302
C19 -3.41 -6.06 1.67  -0.912
C20 -4.30 -5.24 0.76  -0.240
O6 -3.71 -3.96 0.47  -0.468
H50 -3.22 -5.53 2.60  0.228
H51 -3.86 -7.02 1.90  0.378
H52 -2.43 -6.24 1.20  0.214
H53 -5.26 -5.04 1.23  0.300
H54 -4.48 -5.77 -0.18  0.279
H55 -2.87 -4.13 0.03  0.212
C21 2.98 -5.94 0.30  -0.963
C22 1.63 -5.37 0.69  0.199
O7 0.64 -6.39 0.79  -0.517
H56 2.91 -6.48 -0.65  0.330
H57 3.73 -5.16 0.21  0.086
H58 3.32 -6.66 1.05  0.379
H59 1.28 -4.67 -0.07  0.025
H60 1.69 -4.84 1.64  0.189
H61 0.92 -7.01 1.47  0.300

Output
HOMO-LUMO gap   7.79 eV
Multiplicity   1
Net charge   +1
Maximum force   2.35 eV/A
Lowest unoccupied orbital energy   -3.102 eV
E_tot   -1906.798713 a.u.

***

Question: Number 2 is which compound?
Answer: C22H61N3O7P